[1]
{
  "formula": "C18H13MnN7O2S2",
  "method": "wB97M-V/def2-TZVPD",
  "homo_ev": [-16.6, -16.6],
  "orbital_gap_ev": [2.9, 5.1],
  "e_tot_ev": -86364.7691,
  "total_charge": 3,
  "multiplicity": 5,
  "lumo_energy_ev": [-13.735, -11.531],
  "elements": ["Mn", "O", "N", "O", "C", "C", "C", "C", "C", "C", "N", "C", "C", "N", "C", "C", "C", "C", "H", "H", "H", "H", "H", "H", "H", "N", "C", "N", "C", "C", "S", "C", "C", "S", "C", "N", "N", "H", "H", "H", "H", "H", "H"],
  "xyz": [[-0.673, -0.479, -1.313], [4.382, -0.582, 4.212], [3.193, -0.646, 4.171], [2.419, -0.648, 5.085], [2.611, -0.718, 2.792], [3.507, -0.812, 1.772], [3.088, -0.850, 0.412], [3.963, -0.988, -0.682], [3.434, -1.027, -1.958], [2.059, -0.878, -2.140], [1.211, -0.714, -1.125], [1.708, -0.744, 0.142], [0.758, -0.714, 1.212], [-0.556, -0.745, 0.846], [-1.470, -0.824, 1.808], [-1.134, -0.826, 3.165], [0.185, -0.735, 3.549], [1.192, -0.708, 2.563], [4.564, -0.856, 2.006], [5.027, -1.072, -0.514], [4.071, -1.160, -2.817], [1.630, -0.886, -3.144], [-2.509, -0.894, 1.509], [-1.915, -0.907, 3.907], [0.452, -0.700, 4.598], [-3.513, -2.580, -1.704], [-3.660, -1.263, -1.696], [-2.676, -0.375, -1.568], [-3.175, 0.921, -1.618], [-4.547, 0.997, -1.751], [-5.263, -0.537, -1.848], [-2.255, 2.023, -1.574], [-2.579, 3.367, -1.612], [-1.202, 4.347, -1.639], [-0.199, 2.883, -1.605], [-0.894, 1.758, -1.550], [1.119, 2.996, -1.653], [-2.609, -3.029, -1.597], [-4.308, -3.183, -1.865], [-5.154, 1.882, -1.807], [-3.559, 3.809, -1.623], [1.550, 3.908, -1.724], [1.729, 2.191, -1.619]],
  "lowdin_spin": [4.040, 0.000, -0.001, -0.001, -0.002, 0.000, -0.002, 0.021, -0.003, 0.014, -0.029, 0.007, 0.000, -0.035, 0.004, -0.002, 0.009, 0.000, 0.000, 0.001, -0.001, 0.001, -0.001, -0.001, 0.000, 0.008, 0.009, -0.025, -0.001, 0.002, -0.006, -0.002, -0.003, -0.002, 0.005, -0.005, -0.001, 0.002, 0.000, 0.000, 0.000, 0.000, 0.000]
}

---

[2]
{
  "formula": "C37H53N8O2PRuS2Sb",
  "method": "wB97M-V/def2-TZVPD",
  "homo_ev": [-12.9, -13.5],
  "orbital_gap_ev": [7.3, 7.9],
  "e_tot_ev": -95304.9320,
  "total_charge": 2,
  "multiplicity": 2,
  "lumo_energy_ev": [-5.634, -5.630],
  "elements": ["Ru", "O", "S", "C", "C", "C", "C", "S", "O", "C", "C", "C", "C", "C", "C", "C", "C", "C", "C", "C", "C", "H", "H", "H", "H", "H", "H", "H", "H", "H", "H", "H", "H", "H", "H", "H", "H", "H", "H", "N", "C", "N", "C", "N", "N", "C", "N", "C", "C", "C", "C", "C", "C", "H", "H", "H", "H", "H", "H", "H", "C", "C", "Sb", "C", "C", "C", "C", "H", "H", "H", "H", "H", "H", "H", "H", "H", "H", "H", "H", "H", "H", "H", "C", "N", "C", "N", "C", "N", "C", "P", "C", "C", "H", "H", "H", "H", "H", "H", "H", "H", "H", "H", "H", "H", "H"],
  "xyz": [[0.102, 0.330, 0.039], [0.332, -0.817, 2.238], [0.109, -0.912, 3.718], [-1.195, 0.359, 4.206], [-1.720, 1.167, 3.034], [-3.248, 1.223, 2.933], [-3.875, -0.043, 2.381], [-3.628, -0.378, 0.574], [-2.151, -0.513, 0.319], [-4.084, 1.264, -0.021], [-5.422, 1.501, -0.283], [-5.812, 2.762, -0.699], [-4.867, 3.766, -0.845], [-3.529, 3.513, -0.586], [-3.128, 2.248, -0.188], [-1.007, -2.324, 3.947], [-1.028, -2.929, 5.193], [-1.928, -3.952, 5.430], [-2.792, -4.361, 4.427], [-2.742, -3.774, 3.172], [-1.839, -2.751, 2.928], [-0.686, 0.988, 4.933], [-1.985, -0.194, 4.709], [-1.319, 0.743, 2.098], [-1.340, 2.186, 3.123], [-3.518, 2.070, 2.300], [-3.673, 1.419, 3.920], [-4.959, -0.009, 2.473], [-3.506, -0.934, 2.887], [-6.147, 0.711, -0.163], [-6.851, 2.968, -0.897], [-5.172, 4.751, -1.157], [-2.803, 4.308, -0.673], [-2.083, 2.021, 0.019], [-0.358, -2.600, 5.970], [-1.952, -4.434, 6.395], [-3.510, -5.141, 4.621], [-3.402, -4.106, 2.383], [-1.787, -2.275, 1.957], [2.663, 5.718, 0.728], [1.665, 5.217, 0.442], [0.592, 4.625, 0.046], [0.085, 3.479, 0.118], [0.270, 2.429, 0.893], [1.554, 2.146, 2.965], [0.965, 2.359, 1.993], [0.083, -2.205, -0.384], [1.120, -3.061, -0.780], [1.507, -3.093, -2.117], [2.562, -3.890, -2.515], [3.242, -4.665, -1.587], [2.845, -4.657, -0.259], [1.782, -3.865, 0.146], [-0.214, -2.380, 0.574], [-0.712, -2.221, -1.021], [0.954, -2.502, -2.836], [2.848, -3.922, -3.553], [4.057, -5.296, -1.901], [3.352, -5.276, 0.465], [1.453, -3.876, 1.175], [-0.325, -0.170, -5.606], [0.507, 0.198, -4.396], [-0.635, 0.714, -2.589], [-0.913, 2.866, -2.973], [-1.710, 3.263, -4.197], [-2.527, -0.333, -3.002], [-3.621, 0.478, -3.666], [0.341, -0.292, -6.459], [-1.038, 0.612, -5.851], [-0.863, -1.105, -5.467], [1.103, 1.082, -4.609], [1.190, -0.616, -4.153], [0.107, 3.252, -3.057], [-1.352, 3.286, -2.068], [-1.302, 2.810, -5.097], [-1.649, 4.344, -4.315], [-2.759, 2.998, -4.105], [-2.870, -0.719, -2.041], [-2.251, -1.178, -3.634], [-3.872, 1.364, -3.084], [-4.518, -0.136, -3.744], [-3.330, 0.772, -4.671], [5.641, 1.254, -0.351], [5.225, 1.246, 1.113], [5.657, -0.085, 1.710], [5.099, -1.156, 0.977], [5.519, -1.110, -0.413], [5.102, 0.137, -1.035], [3.669, 0.207, -1.225], [2.725, 0.136, 0.391], [3.768, 1.445, 1.253], [3.668, -1.297, 1.133], [6.734, 1.211, -0.383], [5.296, 2.190, -0.801], [5.705, 2.007, 1.602], [5.333, -0.119, 2.755], [6.749, -0.130, 1.658], [5.087, -1.953, -0.957], [6.608, -1.182, -0.464], [3.350, -0.629, -1.856], [3.417, 1.138, -1.747], [3.496, 1.440, 2.314], [3.505, 2.431, 0.859], [3.350, -2.225, 0.653], [3.412, -1.365, 2.195]],
  "lowdin_spin": [0.003, 0.000, 0.000, 0.000, 0.000, 0.000, 0.000, 0.000, 0.000, 0.001, 0.000, 0.000, 0.000, 0.004, 0.007, 0.000, 0.000, 0.000, 0.000, 0.000, 0.000, 0.000, 0.000, 0.000, 0.000, 0.000, 0.000, 0.000, 0.000, 0.000, 0.000, 0.000, 0.002, 0.007, 0.000, 0.000, 0.000, 0.000, 0.000, 0.030, 0.034, 0.198, 0.540, 0.116, 0.000, 0.024, 0.000, 0.000, 0.000, 0.000, 0.000, 0.000, 0.000, 0.000, 0.000, 0.000, 0.000, 0.000, 0.000, 0.000, 0.000, 0.000, 0.004, 0.013, 0.002, 0.001, 0.000, 0.000, 0.000, 0.000, 0.000, 0.000, 0.000, 0.011, 0.001, 0.000, 0.000, 0.000, 0.000, 0.000, 0.000, 0.000, 0.000, 0.000, 0.000, 0.000, 0.000, 0.000, 0.000, 0.001, 0.000, 0.000, 0.000, 0.000, 0.000, 0.000, 0.000, 0.000, 0.000, 0.000, 0.000, 0.000, 0.000, 0.000, 0.000]
}

---

Q: The lowest multiplicity belongs to which entry?
A: C37H53N8O2PRuS2Sb

---

Q: Which formula does entry 1 have?
A: C18H13MnN7O2S2

---

Q: Number 1 is which compound?
A: C18H13MnN7O2S2

---

Q: Number 1 is which compound?
A: C18H13MnN7O2S2